{
  "formula": "C36H39BrF9N3O8",
  "method": "ωB97M-V with the def2-TZVPD basis set",
  "elements": ["C", "C", "C", "C", "O", "O", "C", "C", "C", "C", "F", "F", "C", "F", "F", "C", "F", "F", "C", "F", "F", "F", "C", "C", "C", "C", "C", "Br", "C", "C", "H", "H", "H", "H", "H", "H", "H", "H", "H", "H", "H", "H", "H", "H", "H", "H", "H", "H", "H", "H", "H", "H", "H", "H", "O", "N", "O", "C", "C", "C", "C", "C", "C", "H", "H", "H", "H", "H", "O", "N", "O", "C", "C", "C", "C", "C", "C", "H", "H", "H", "H", "H", "O", "N", "O", "C", "C", "C", "C", "C", "C", "H", "H", "H", "H", "H"],
  "xyz": [[-4.37506, -0.98174, -1.53708], [-4.45048, -2.28502, -1.34917], [-3.29965, -3.15189, -0.86872], [-3.30631, -3.19284, 0.64395], [-4.05589, -3.88218, 1.26572], [-2.47270, -2.29956, 1.25052], [-1.12000, -2.70730, 1.60539], [-0.82206, -4.18276, 1.26428], [-1.36537, -5.29841, 2.15892], [-0.85222, -6.67110, 1.73423], [0.17198, -7.05757, 2.53920], [-0.33677, -6.63686, 0.48404], [-1.92190, -7.82024, 1.73052], [-3.14900, -7.31081, 1.52660], [-1.64964, -8.64606, 0.70756], [-2.00172, -8.75290, 2.97554], [-2.99456, -9.63407, 2.71787], [-0.86303, -9.44395, 3.10984], [-2.37351, -8.09238, 4.33272], [-1.64185, -6.99740, 4.57477], [-2.15104, -8.97141, 5.31344], [-3.66327, -7.75637, 4.34274], [-0.14719, -1.90046, 0.67542], [1.29074, -1.82289, 1.21359], [-0.66547, -0.55702, 0.15190], [0.36383, 0.07706, -0.79220], [-0.97760, -2.44202, 3.12947], [-0.67675, -0.55071, 3.53230], [-2.16432, -2.99185, 3.96349], [-2.73182, -2.13285, 5.08880], [-5.14454, -0.46867, -2.09941], [-3.58714, -0.36771, -1.11740], [-5.39849, -2.78619, -1.50706], [-2.36900, -2.72892, -1.23995], [-3.45288, -4.16489, -1.23683], [0.26682, -4.26501, 1.29904], [-1.07571, -4.36628, 0.21956], [-0.96273, -5.15914, 3.15923], [-2.44681, -5.28969, 2.25286], [-0.08943, -2.52555, -0.22592], [2.01715, -1.93059, 0.40968], [1.48174, -0.89332, 1.74477], [1.49830, -2.62670, 1.92467], [-0.86448, 0.15378, 0.94990], [-1.56540, -0.73384, -0.43301], [1.22521, 0.45803, -0.24856], [0.69301, -0.62635, -1.56285], [-0.08284, 0.93319, -1.30101], [-0.06371, -2.93452, 3.45533], [-1.81114, -3.90829, 4.44218], [-2.98258, -3.27991, 3.30714], [-3.48293, -2.73345, 5.60891], [-3.24120, -1.24379, 4.72386], [-1.98385, -1.86333, 5.83226], [0.50474, 3.19260, 0.86046], [1.21532, 3.31155, -0.12006], [2.00407, 2.47252, -0.50236], [1.10348, 4.55148, -0.90765], [0.23746, 5.54036, -0.47860], [0.15096, 6.70966, -1.21788], [0.92071, 6.86664, -2.36358], [1.77760, 5.85518, -2.77866], [1.87598, 4.68200, -2.04750], [-0.35175, 5.39801, 0.41494], [-0.51461, 7.50020, -0.90357], [0.84917, 7.78378, -2.93497], [2.37213, 5.97820, -3.67375], [2.53473, 3.88269, -2.35354], [3.99100, 0.11693, -3.57193], [2.94114, -0.29756, -4.01967], [1.89560, 0.31956, -4.02104], [2.93094, -1.65604, -4.59576], [4.09736, -2.39751, -4.57512], [4.07533, -3.67919, -5.10185], [2.90166, -4.19334, -5.63703], [1.74373, -3.42688, -5.65166], [1.75137, -2.14445, -5.12640], [4.99949, -1.97981, -4.15413], [4.97621, -4.27734, -5.09184], [2.88901, -5.19608, -6.04339], [0.83112, -3.82818, -6.07079], [0.86118, -1.53346, -5.12593], [0.27964, 10.80103, -2.13274], [0.42470, 10.48948, -0.96796], [-0.34472, 9.78666, -0.34154], [1.62090, 10.98697, -0.26612], [2.49718, 11.81133, -0.94758], [3.61396, 12.28463, -0.27798], [3.83621, 11.92861, 1.04580], [2.94469, 11.09417, 1.70693], [1.82253, 10.61528, 1.05032], [2.30735, 12.07580, -1.97689], [4.31043, 12.93343, -0.79111], [4.70833, 12.30368, 1.56486], [3.12137, 10.81586, 2.73677], [1.11755, 9.96625, 1.54745]],
  "forces_ev_per_angstrom": [[-0.139, 0.431, -0.010], [0.017, -0.333, 0.125], [-0.331, 0.389, 0.337], [0.225, 0.181, -0.375], [-0.299, -0.319, 0.304], [0.078, -0.231, 0.039], [0.055, 0.566, -0.103], [0.140, -0.230, 0.269], [0.174, 0.112, 0.347], [-0.296, 0.136, -0.007], [0.206, -0.116, 0.107], [-0.016, 0.027, -0.284], [0.284, -0.130, 0.111], [-0.160, 0.147, -0.014], [0.044, -0.190, -0.164], [-0.337, 0.003, 0.035], [0.089, -0.023, 0.009], [0.051, 0.161, 0.035], [0.005, -0.158, 0.197], [-0.124, -0.162, -0.038], [-0.075, 0.184, -0.153], [0.248, 0.063, -0.014], [-0.029, -0.191, -0.092], [-0.030, -0.188, 0.278], [0.571, 0.075, -0.394], [-0.241, -0.045, 0.145], [-0.334, -0.265, -0.108], [0.046, 0.051, 0.034], [0.167, -0.132, 0.268], [-0.300, -0.268, 0.091], [-0.280, 0.117, 0.452], [0.375, -0.126, -0.491], [0.134, -0.168, -0.471], [0.078, -0.135, 0.026], [0.133, -0.017, -0.014], [0.008, 0.040, -0.080], [-0.165, 0.083, 0.013], [-0.066, -0.048, 0.006], [-0.008, 0.007, -0.164], [-0.009, 0.005, -0.005], [-0.023, 0.135, -0.040], [0.001, 0.056, -0.095], [0.027, -0.029, -0.050], [-0.239, -0.107, 0.009], [-0.195, 0.055, 0.260], [-0.025, -0.232, -0.121], [0.029, 0.004, 0.014], [0.015, -0.020, -0.049], [0.096, 0.184, 0.021], [-0.027, -0.012, -0.047], [0.042, 0.093, -0.072], [-0.009, 0.002, -0.025], [0.161, 0.095, -0.009], [0.059, 0.155, -0.099], [0.031, 0.012, -0.018], [-0.059, -0.070, -0.021], [0.254, 0.336, 0.087], [0.001, 0.028, -0.022], [-0.032, 0.064, 0.030], [-0.004, -0.036, -0.044], [0.013, 0.004, 0.007], [-0.026, 0.032, 0.030], [0.059, 0.002, -0.081], [0.024, -0.057, 0.005], [-0.011, -0.010, 0.008], [-0.018, -0.005, -0.005], [0.000, -0.005, -0.001], [-0.023, -0.036, 0.047], [-0.020, 0.005, -0.039], [-0.006, 0.012, 0.060], [0.018, 0.040, -0.033], [-0.007, -0.033, 0.012], [0.088, -0.047, 0.005], [-0.043, -0.008, -0.016], [0.000, 0.014, 0.007], [0.042, -0.017, 0.009], [-0.089, -0.031, -0.030], [-0.033, 0.050, 0.020], [0.002, 0.003, 0.000], [0.001, 0.002, -0.005], [-0.001, 0.003, 0.000], [0.031, 0.044, 0.033], [0.010, -0.025, 0.021], [0.012, -0.059, -0.022], [-0.003, 0.083, 0.001], [0.009, 0.034, 0.023], [0.056, 0.057, -0.055], [-0.001, -0.018, 0.041], [-0.014, -0.005, -0.008], [0.023, 0.026, -0.030], [0.007, -0.035, 0.090], [-0.055, -0.026, 0.005], [-0.001, -0.002, -0.004], [0.003, -0.006, -0.002], [-0.003, -0.003, 0.000], [-0.035, 0.003, -0.049]],
  "largest_force_ev_per_a": 0.70,
  "energy_ev": -153306.35864,
  "smiles": "C=CCC(=O)O[C@@](CCC(F)(F)C(F)(F)C(F)(F)C(F)(F)F)([C@H](C)CC)[C@@H](Br)CC.O=[N+]([O-])c1ccccc1.O=[N+]([O-])c1ccccc1.O=[N+]([O-])c1ccccc1",
  "multiplicity": 1,
  "homo_ev": -9.59
}